1.
Computed, not measured: a structure of composition C25H34BCsF9N6OS3, with ωB97M-V/def2-TZVPD.

max |F|	0.22	eV/A
Kohn-Sham gap	6.70	eV
charge	-1
E	-95661.9512	eV
HOMO level	-0.1727	Ha

Element x y z (Å)
F (4.37, 6.01, 1.22)
H (2.62, 1.42, 1.85)
S (1.97, -1.60, 0.22)
H (-5.93, 2.39, 1.61)
H (1.14, -4.70, -2.43)
F (3.36, 5.01, -2.71)
C (-6.42, 0.55, -0.30)
F (5.14, 3.28, 0.55)
H (-1.57, -2.00, 3.50)
F (3.69, 6.68, -1.37)
H (-4.42, 1.71, 2.25)
N (-0.79, -2.90, -0.54)
S (-1.64, -0.74, -2.00)
H (-1.53, -1.65, -4.43)
H (0.46, -0.73, 4.76)
H (1.52, -0.79, -4.84)
B (-1.30, -2.59, 0.89)
C (-3.71, -2.49, 0.28)
F (2.22, 6.09, 1.08)
N (-0.25, -1.92, 1.81)
H (-3.64, -3.54, 0.06)
H (-6.29, 0.13, -1.30)
F (4.71, 2.95, -1.53)
H (3.32, -2.23, 4.09)
Cs (0.50, 1.58, -0.37)
H (3.76, -2.08, 2.37)
C (-4.32, 1.84, -0.55)
H (1.98, -1.11, -3.16)
C (3.69, -1.55, 3.32)
C (2.64, 0.39, 4.50)
H (-4.94, 2.72, -0.73)
H (0.96, -4.40, -4.63)
N (0.05, -2.83, -2.56)
C (0.48, -4.01, -1.96)
S (-2.09, 0.73, 1.71)
H (-1.57, -3.66, 1.38)
C (-4.72, -1.63, 0.06)
C (-0.60, -1.72, 3.13)
H (0.09, -4.76, 0.07)
H (-0.51, -2.06, -5.83)
C (1.42, -3.42, -4.51)
H (2.41, -0.27, 5.33)
C (1.00, -1.44, 1.62)
H (3.64, 0.12, 1.24)
C (-0.05, -4.04, -0.72)
C (0.43, -2.40, -3.92)
C (-5.35, 1.47, 1.74)
N (-4.29, -0.39, 0.50)
C (-3.01, -0.50, 0.98)
H (-5.92, 0.77, 2.35)
H (-1.26, -3.35, -4.87)
C (3.01, 5.52, -1.51)
C (0.40, -1.09, 3.75)
H (1.72, -3.06, -5.49)
C (-0.81, -2.36, -4.82)
O (2.36, 3.53, -0.36)
H (1.89, 1.18, 4.45)
F (3.17, 4.41, 2.03)
H (4.18, 1.12, 2.59)
C (1.14, -1.05, -3.85)
C (-0.76, -2.16, -1.68)
C (3.32, 0.63, 2.14)
F (5.65, 4.79, -0.91)
F (1.72, 5.83, -1.59)
H (-3.38, 2.14, -0.11)
C (4.71, 3.88, -0.57)
C (-5.07, 0.87, 0.36)
N (1.40, -0.87, 2.81)
H (2.31, -3.51, -3.89)
H (-6.98, 1.48, -0.39)
H (0.46, -0.27, -3.52)
N (-2.65, -1.81, 0.83)
C (3.27, 4.48, -0.36)
C (3.27, 5.26, 1.00)
C (2.75, -0.35, 3.16)
H (-5.68, -1.80, -0.36)
H (-4.11, 1.36, -1.51)
H (-7.01, -0.14, 0.31)
H (3.60, 0.86, 4.71)
H (4.69, -1.20, 3.60)

---

2.
Computed, not measured: a cluster of 6 separate species, C20H40F4NO17PS in total, with ωB97M-V/def2-TZVPD.

SMILES	CCP(CC)N(C(F)(F)F)S(=O)(=O)F.COC(=O)OC.COC(=O)OC.COC(=O)OC.COC(=O)OC.COC(=O)OC
max |F|	6.75	eV/A
Kohn-Sham gap	7.61	eV
energy relative to the best compared isomer or geometry (same formula, charge and spin)	1.662	eV
E	-88676.3734	eV
HOMO level	-0.2934	Ha

Element x y z (Å)
H (0.64, -3.57, -5.82)
H (-2.45, -2.86, 7.45)
H (-3.63, 2.02, -3.44)
H (1.37, -1.24, -3.84)
H (2.37, -0.37, -2.67)
O (-0.75, 0.20, -0.49)
O (0.35, -0.54, -2.21)
H (0.17, 4.34, 4.76)
H (2.17, -1.57, 5.05)
H (-1.17, -5.37, -7.04)
H (-1.82, 0.91, 1.10)
C (0.30, 5.11, 4.00)
O (-2.03, -4.24, -3.46)
C (-3.26, 1.78, -2.44)
H (1.80, -2.03, -2.31)
C (0.43, -0.29, -0.89)
H (2.16, 1.11, 6.00)
S (-0.86, 1.48, 7.18)
O (1.22, 6.91, 2.29)
C (2.50, 0.13, 6.45)
C (1.55, -1.07, -2.77)
H (4.82, -4.84, -9.59)
O (3.34, 6.45, 2.97)
H (3.82, -5.71, -10.76)
H (-2.28, -6.74, -6.85)
H (-0.09, 1.29, 1.15)
C (-3.38, 6.17, -0.92)
C (-1.99, -4.25, -4.80)
N (-0.87, 0.59, 5.71)
C (2.88, -4.76, -7.82)
O (1.70, 5.37, 3.89)
H (-2.30, 6.27, -0.85)
H (4.25, -6.50, -9.24)
C (-1.86, -2.95, -2.89)
H (-3.76, 6.58, -1.86)
C (-1.20, -2.47, 5.61)
C (-0.69, 1.42, 4.51)
C (-2.14, -5.68, -6.63)
H (-0.63, -2.67, 7.74)
H (-3.67, 0.81, -2.15)
O (-2.12, 2.28, 7.28)
H (-0.66, -0.37, 1.50)
H (-2.17, 1.71, -2.44)
H (-0.67, -3.26, 4.98)
H (-2.66, -2.28, -3.20)
H (-2.95, -5.11, -7.10)
F (-0.47, 0.53, 3.43)
O (1.39, -0.47, -0.19)
H (3.55, 7.14, 1.02)
C (-3.28, 4.00, -1.74)
O (-1.82, -3.29, -5.52)
C (1.63, -3.96, -6.03)
C (-0.82, 0.52, 0.90)
C (2.01, 6.30, 2.98)
O (1.70, -4.27, -7.42)
C (4.00, -5.55, -9.70)
H (-0.10, 4.73, 3.06)
C (-1.42, -3.14, 7.07)
H (-3.83, 6.72, -0.09)
H (-0.88, -2.54, -3.15)
H (-1.24, -4.26, 7.03)
H (3.57, -0.03, 6.05)
F (-1.87, 2.09, 4.19)
O (-2.58, 4.33, -2.66)
O (0.34, 2.31, 7.42)
H (4.90, 7.46, 2.12)
O (3.84, -4.95, -7.12)
O (-3.76, 4.80, -0.78)
H (1.79, -4.85, -5.42)
H (-2.21, -2.31, 5.10)
H (1.86, -1.96, 6.80)
H (-0.24, 6.00, 4.32)
H (2.59, 0.14, 7.58)
C (1.67, -1.16, 6.00)
H (3.42, 8.41, 2.28)
C (3.81, 7.42, 2.04)
O (-3.71, 2.75, -1.50)
F (-0.94, 0.37, 8.44)
H (2.37, -3.19, -5.77)
P (-0.14, -0.97, 5.72)
O (2.80, -5.01, -9.13)
O (-2.16, -5.52, -5.21)
H (-1.91, -3.06, -1.80)
F (0.40, 2.27, 4.52)

---

3.
Computed, not measured: a structure of composition C23H33AsCl4FeN6O3, with ωB97M-V/def2-TZVPD.

max |F|	1.78	eV/A
Kohn-Sham gap (spin up / spin down)	8.33 / 6.50	eV
energy relative to the best compared isomer or geometry (same formula, charge and spin)	1.167	eV
2S+1	2
<S²>	0.77
charge	+1
E	-184781.4538	eV
HOMO level (spin up / spin down)	-0.3752 / -0.3929	Ha

Element x y z (Å)
H (-1.51, 1.13, -2.43)
C (-1.53, -4.30, 0.69)
H (2.23, 4.61, -1.61)
H (1.16, 4.26, 1.79)
C (-2.08, -1.90, 0.83)
C (-2.17, -3.24, 1.57)
H (3.32, -2.79, -0.59)
H (2.79, -3.35, 1.01)
H (2.77, -5.27, -0.61)
H (-6.22, 1.50, 0.32)
C (-0.62, 0.82, -2.96)
H (0.70, 0.37, -6.03)
H (-0.51, 4.71, 1.42)
C (1.56, 0.15, -2.77)
C (1.71, 0.09, -4.15)
H (-1.72, 4.28, -1.33)
H (-6.37, 0.00, -0.62)
C (-0.69, 4.25, -1.69)
C (2.17, 3.58, -1.25)
O (2.09, 0.50, 0.41)
Cl (5.86, 0.51, 3.78)
N (1.39, -2.26, -0.12)
H (-2.13, -4.44, -0.23)
H (-1.62, -3.17, 2.51)
H (-1.50, -5.26, 1.22)
H (2.65, -0.20, -4.58)
N (-0.72, -1.61, 0.41)
H (-1.42, 1.06, -4.94)
C (-0.56, 0.78, -4.34)
C (2.48, -3.20, -0.03)
H (2.97, 3.42, -0.52)
H (-2.81, 1.98, 2.04)
C (-3.40, 1.25, 0.25)
H (-5.74, -0.06, 1.03)
Fe (-0.17, 0.65, 0.14)
Cl (3.72, 1.04, 5.96)
H (0.29, -5.79, -0.39)
H (-4.44, 1.40, 2.03)
C (3.24, 0.90, 4.32)
H (1.71, -4.32, -1.67)
N (-4.42, 0.69, -0.41)
C (1.90, 1.01, 3.98)
H (1.61, -1.28, -0.02)
C (4.21, 0.66, 3.33)
N (-3.60, 1.63, 1.53)
As (0.43, 3.21, -0.43)
Cl (0.70, 1.23, 5.19)
N (-0.18, -3.91, 0.34)
H (-0.68, 3.79, -2.68)
H (2.37, -0.07, -2.10)
C (1.99, -4.51, -0.64)
C (0.62, 0.40, -4.95)
H (-0.31, 5.27, -1.77)
C (0.13, -2.59, 0.24)
C (2.49, 0.64, 1.61)
Cl (5.01, 0.14, 0.81)
C (3.84, 0.51, 2.01)
H (-2.39, -1.09, 1.49)
H (-4.28, 0.54, -1.40)
H (1.09, -5.36, 1.13)
C (0.49, 4.58, 0.99)
N (0.41, 0.50, -2.19)
O (0.27, 1.02, 2.26)
O (-2.30, 1.42, -0.30)
H (-3.20, -3.50, 1.78)
H (2.34, 2.91, -2.09)
C (0.78, -4.98, 0.15)
H (0.84, 5.53, 0.59)
C (-5.76, 0.53, 0.11)
C (1.48, 0.90, 2.64)
H (-2.74, -1.91, -0.04)

---

What did the second record say?
Computed, not measured: a cluster of 6 separate species, C20H40F4NO17PS in total, with ωB97M-V/def2-TZVPD.

SMILES	CCP(CC)N(C(F)(F)F)S(=O)(=O)F.COC(=O)OC.COC(=O)OC.COC(=O)OC.COC(=O)OC.COC(=O)OC
max |F|	6.75	eV/A
Kohn-Sham gap	7.61	eV
energy relative to the best compared isomer or geometry (same formula, charge and spin)	1.662	eV
E	-88676.3734	eV
HOMO level	-0.2934	Ha

Element x y z (Å)
H (0.64, -3.57, -5.82)
H (-2.45, -2.86, 7.45)
H (-3.63, 2.02, -3.44)
H (1.37, -1.24, -3.84)
H (2.37, -0.37, -2.67)
O (-0.75, 0.20, -0.49)
O (0.35, -0.54, -2.21)
H (0.17, 4.34, 4.76)
H (2.17, -1.57, 5.05)
H (-1.17, -5.37, -7.04)
H (-1.82, 0.91, 1.10)
C (0.30, 5.11, 4.00)
O (-2.03, -4.24, -3.46)
C (-3.26, 1.78, -2.44)
H (1.80, -2.03, -2.31)
C (0.43, -0.29, -0.89)
H (2.16, 1.11, 6.00)
S (-0.86, 1.48, 7.18)
O (1.22, 6.91, 2.29)
C (2.50, 0.13, 6.45)
C (1.55, -1.07, -2.77)
H (4.82, -4.84, -9.59)
O (3.34, 6.45, 2.97)
H (3.82, -5.71, -10.76)
H (-2.28, -6.74, -6.85)
H (-0.09, 1.29, 1.15)
C (-3.38, 6.17, -0.92)
C (-1.99, -4.25, -4.80)
N (-0.87, 0.59, 5.71)
C (2.88, -4.76, -7.82)
O (1.70, 5.37, 3.89)
H (-2.30, 6.27, -0.85)
H (4.25, -6.50, -9.24)
C (-1.86, -2.95, -2.89)
H (-3.76, 6.58, -1.86)
C (-1.20, -2.47, 5.61)
C (-0.69, 1.42, 4.51)
C (-2.14, -5.68, -6.63)
H (-0.63, -2.67, 7.74)
H (-3.67, 0.81, -2.15)
O (-2.12, 2.28, 7.28)
H (-0.66, -0.37, 1.50)
H (-2.17, 1.71, -2.44)
H (-0.67, -3.26, 4.98)
H (-2.66, -2.28, -3.20)
H (-2.95, -5.11, -7.10)
F (-0.47, 0.53, 3.43)
O (1.39, -0.47, -0.19)
H (3.55, 7.14, 1.02)
C (-3.28, 4.00, -1.74)
O (-1.82, -3.29, -5.52)
C (1.63, -3.96, -6.03)
C (-0.82, 0.52, 0.90)
C (2.01, 6.30, 2.98)
O (1.70, -4.27, -7.42)
C (4.00, -5.55, -9.70)
H (-0.10, 4.73, 3.06)
C (-1.42, -3.14, 7.07)
H (-3.83, 6.72, -0.09)
H (-0.88, -2.54, -3.15)
H (-1.24, -4.26, 7.03)
H (3.57, -0.03, 6.05)
F (-1.87, 2.09, 4.19)
O (-2.58, 4.33, -2.66)
O (0.34, 2.31, 7.42)
H (4.90, 7.46, 2.12)
O (3.84, -4.95, -7.12)
O (-3.76, 4.80, -0.78)
H (1.79, -4.85, -5.42)
H (-2.21, -2.31, 5.10)
H (1.86, -1.96, 6.80)
H (-0.24, 6.00, 4.32)
H (2.59, 0.14, 7.58)
C (1.67, -1.16, 6.00)
H (3.42, 8.41, 2.28)
C (3.81, 7.42, 2.04)
O (-3.71, 2.75, -1.50)
F (-0.94, 0.37, 8.44)
H (2.37, -3.19, -5.77)
P (-0.14, -0.97, 5.72)
O (2.80, -5.01, -9.13)
O (-2.16, -5.52, -5.21)
H (-1.91, -3.06, -1.80)
F (0.40, 2.27, 4.52)

---

The highest max |F| belongs to which entry? C20H40F4NO17PS